Density functional theory data (ωB97M-V/def2-TZVPD) for a cluster of 2 separate species, C4H11NO in total at a distorted geometry.

* total charge: 0
* HOMO level: -10.203 eV
* LUMO: 0.023 Ha
* gap between HOMO and LUMO: 10.821 eV
* SMILES: C=NCCC.O
* energy relative to the best compared isomer or geometry (same formula, charge and spin): 2.585 eV

The geometry in XYZ format:
```
17
C4H11NO, DFT ωB97M-V/def2-TZVPD
H 2.910 -1.224 0.268
O -1.607 2.520 -0.433
H 0.557 -1.925 0.766
C 1.279 -0.776 -0.907
N -0.726 -0.202 0.410
H 3.119 0.332 -0.741
H -1.898 0.621 1.723
H 2.085 0.514 0.569
H -0.500 -1.977 -0.855
C -1.665 -0.431 1.333
H 1.767 -1.317 -1.710
H -0.856 3.104 -0.311
H -1.250 1.588 -0.282
C 2.435 -0.287 -0.147
C 0.093 -1.380 -0.165
H 0.875 0.136 -1.423
H -1.728 -1.353 1.904
```

Mulliken population analysis, charges in e, atoms 1 to 8: atom 1 (H): 0.30, atom 2 (O): -0.69, atom 3 (H): 0.32, atom 4 (C): -0.40, atom 5 (N): -0.37, atom 6 (H): 0.34, atom 7 (H): 0.25, atom 8 (H): 0.27